(1)
Molecular formula: C5H9N
Method: DFT, the ωB97M-V functional and the def2-TZVPD basis

The energy relative to the best compared isomer or geometry (same formula, charge and spin) is 69.26 kcal/mol. The value obtained for the HOMO-LUMO gap is 10.68 eV. The calculation puts the total energy at -6817.9917 eV. The value obtained for the max |F| is 0.4 eV/A.

```
15
Properties=species:S:1:pos:R:3:forces:R:3
C -1.11012 1.04240 1.08867 -0.053 0.057 -0.018
C -2.20297 -0.23760 -0.77375 0.026 0.015 0.150
C -1.52599 -0.20706 0.37144 -0.054 -0.042 -0.161
N 1.60192 -0.78975 0.36881 -0.076 0.154 -0.412
C 2.94069 -0.63970 -0.33824 0.365 -0.087 -0.058
C 1.60710 -0.28913 -0.77843 -0.117 -0.085 0.381
H -1.38843 1.93705 0.52141 0.037 -0.119 0.083
H -1.58830 1.09916 2.07347 0.068 -0.011 -0.112
H -2.49225 -1.17489 -1.24130 0.080 0.120 0.064
H -2.51619 0.67900 -1.27147 0.055 -0.109 0.074
H -1.22649 -1.14581 0.83736 -0.067 0.127 -0.065
H 3.61777 0.11578 0.05726 -0.116 -0.083 -0.074
H 3.41368 -1.55812 -0.68378 -0.082 0.147 0.046
H 0.89789 0.12337 -1.48739 0.091 -0.096 0.100
H -0.02832 1.04528 1.25594 -0.158 0.012 0.000
```
Forces are in eV/Å.



(2)
Molecular formula: C5H9N
Method: DFT, the ωB97M-V functional and the def2-TZVPD basis

The energy relative to the best compared isomer or geometry (same formula, charge and spin) is 24.75 kcal/mol. The value obtained for the HOMO-LUMO gap is 8.78 eV. The calculation puts the total energy at -6819.9216 eV. The value obtained for the max |F| is 1.5 eV/A.

```
15
Properties=species:S:1:pos:R:3:forces:R:3
C 0.21190 0.38522 -1.45045 -0.113 -0.896 0.167
N -2.42003 0.05943 -0.05817 -0.044 -0.502 0.105
C -1.17641 -0.00811 0.59373 -0.163 0.346 -0.098
C 0.02055 0.07614 0.00818 0.326 -0.028 0.158
C 1.20500 -0.12181 0.85798 0.183 1.436 -0.508
C 2.42633 -0.36341 0.38469 0.037 -0.944 0.139
H -0.75565 0.46328 -1.93596 0.027 0.362 -0.216
H 0.80400 1.29066 -1.56806 -0.122 0.132 -0.058
H 0.74798 -0.41870 -1.96127 0.057 0.015 -0.019
H -2.38576 -0.39866 -0.96020 0.002 0.236 -0.100
H -3.14006 -0.42123 0.46876 0.045 0.266 0.081
H -1.21889 -0.01965 1.67533 -0.111 -0.290 0.071
H 1.09437 0.22162 1.88323 -0.068 -0.665 0.239
H 2.60365 -0.60458 -0.65560 -0.088 0.125 -0.090
H 3.26166 -0.57683 1.03836 0.032 0.406 0.128
```
Forces are in eV/Å.



(3)
Molecular formula: C5H9N
Method: DFT, the ωB97M-V functional and the def2-TZVPD basis

The energy relative to the best compared isomer or geometry (same formula, charge and spin) is 62.86 kcal/mol. The value obtained for the HOMO-LUMO gap is 8.43 eV. The calculation puts the total energy at -6818.2690 eV. The value obtained for the max |F| is 2.8 eV/A.

```
15
Properties=species:S:1:pos:R:3:forces:R:3
C 0.57002 -0.47318 -0.20396 1.622 -0.068 0.038
C 2.04097 -0.03201 -0.20080 0.524 -0.260 -0.044
C -0.20371 0.22769 -1.32899 -0.279 0.106 -0.226
C -2.32789 0.13444 1.62749 -1.712 0.276 0.527
N 0.06911 -0.21578 1.16278 1.887 -0.334 -2.067
C -1.08088 -0.08363 1.35257 -1.789 0.453 1.357
H 0.53674 -1.55545 -0.38885 -0.113 0.177 0.164
H 2.37751 0.31752 -1.18170 -0.111 -0.156 0.067
H 2.68607 -0.86742 0.09148 -0.035 0.155 0.014
H 2.21449 0.77461 0.52257 -0.231 -0.134 -0.256
H -0.28432 -0.45261 -2.18606 0.098 0.128 0.159
H -1.22362 0.51614 -1.06512 0.083 -0.098 0.097
H 0.30842 1.12687 -1.68634 -0.078 -0.074 0.225
H -2.62661 0.33189 2.64935 -0.007 -0.199 -0.068
H -3.05628 0.25091 0.83558 0.140 0.027 0.013
```
Forces are in eV/Å.



(4)
Molecular formula: C5H9N
Method: DFT, the ωB97M-V functional and the def2-TZVPD basis

The energy relative to the best compared isomer or geometry (same formula, charge and spin) is 38.61 kcal/mol. The value obtained for the HOMO-LUMO gap is 9.54 eV. The calculation puts the total energy at -6819.3206 eV. The value obtained for the max |F| is 1.2 eV/A.

```
15
Properties=species:S:1:pos:R:3:forces:R:3
C -0.69775 -1.95559 0.96854 0.342 1.148 0.325
N 0.37918 -1.16688 0.35568 -0.988 0.021 -0.730
C 0.04575 0.16675 0.00224 0.607 0.125 0.724
C -1.12394 0.77404 0.21655 -0.192 0.447 -0.196
C 1.18032 1.90940 -1.32846 0.439 -1.014 -0.071
C 1.25612 0.92006 -0.44654 -0.710 0.358 0.912
H -0.45206 -3.00195 0.91638 -0.085 -0.349 -0.074
H -0.74842 -1.64024 2.00973 -0.006 -0.201 0.205
H -1.67653 -1.71291 0.56255 -0.130 -0.473 -0.368
H 0.73014 -1.63200 -0.46918 0.353 -0.186 0.005
H -2.09014 0.31524 0.35691 0.177 -0.367 0.432
H -1.15282 1.85595 0.20275 0.034 -0.015 -0.320
H 0.21265 2.11216 -1.70963 -0.695 0.272 -0.659
H 2.02500 2.37032 -1.80612 0.270 0.449 0.378
H 2.11250 0.68566 0.16858 0.584 -0.216 -0.562
```
Forces are in eV/Å.



(5)
Molecular formula: C5H9N
Method: DFT, the ωB97M-V functional and the def2-TZVPD basis

The energy relative to the best compared isomer or geometry (same formula, charge and spin) is 124.30 kcal/mol. The value obtained for the HOMO-LUMO gap is 8.70 eV. The calculation puts the total energy at -6815.6047 eV. The value obtained for the max |F| is 5.4 eV/A.

```
15
Properties=species:S:1:pos:R:3:forces:R:3
C -1.23053 0.28043 -1.28659 -0.151 -1.063 0.390
C -0.50034 0.95336 -0.18835 0.117 5.152 -1.548
C -0.00786 2.14271 -0.04881 -1.192 -2.735 0.506
H -0.54504 0.14546 -2.12138 -0.049 -0.032 -0.089
H -2.09208 0.86274 -1.60925 0.143 0.133 0.073
H -1.61195 -0.70579 -0.99839 0.120 0.057 -0.052
H 0.36672 2.63429 0.83618 0.188 0.169 -0.137
N -0.34945 -0.28791 1.37161 2.046 -0.675 -2.114
C 0.99095 -0.35486 0.57576 -1.143 -1.745 3.106
C 1.37826 -1.41983 -0.13756 -0.411 0.732 -0.001
H -0.85999 -1.16067 1.36250 0.207 0.001 0.255
H -0.33337 0.20086 2.25525 0.223 -0.075 -0.189
H 1.69627 0.35576 0.97138 -0.007 0.116 -0.196
H 2.40613 -1.49351 -0.45194 0.051 0.177 -0.215
H 0.69229 -2.15302 -0.53042 -0.142 -0.212 0.211
```
Forces are in eV/Å.



(6)
Molecular formula: C5H9N
Method: DFT, the ωB97M-V functional and the def2-TZVPD basis

The energy relative to the best compared isomer or geometry (same formula, charge and spin) is 38.21 kcal/mol. The value obtained for the HOMO-LUMO gap is 8.50 eV. The calculation puts the total energy at -6819.3379 eV. The value obtained for the max |F| is 2.3 eV/A.

```
15
Properties=species:S:1:pos:R:3:forces:R:3
C 1.28298 0.39752 -0.85613 -0.100 0.964 1.027
N 0.88117 0.70558 2.09294 0.130 0.210 -0.223
C -0.09939 0.23087 1.24607 -0.179 0.738 -0.549
C 0.03012 0.04647 -0.08165 0.710 -1.559 -0.086
C -0.85208 -0.95845 -0.74000 -2.067 0.968 0.391
C -1.59872 -0.71444 -1.81286 0.529 0.400 -0.182
H 2.14459 0.39587 -0.17947 0.227 -0.476 -0.303
H 1.42554 -0.23021 -1.72370 0.184 -0.155 -0.041
H 1.24310 1.44662 -1.17022 -0.131 -0.064 -0.310
H 1.67230 1.15884 1.67351 0.062 0.032 0.188
H 0.68452 0.94921 3.04421 -0.203 0.128 -0.091
H -1.10325 0.17063 1.65084 0.189 -0.772 0.437
H -1.19462 -1.83733 -0.19875 0.777 -0.226 0.194
H -1.51515 0.25685 -2.29449 -0.079 -0.219 -0.308
H -2.29917 -1.44652 -2.18609 -0.047 0.032 -0.143
```
Forces are in eV/Å.



(7)
Molecular formula: C5H9N2
Method: DFT, the ωB97M-V functional and the def2-TZVPD basis

The energy relative to the best compared isomer or geometry (same formula, charge and spin) is 157.69 kcal/mol. The value obtained for the HOMO-LUMO gap is 8.65 eV. As for the net charge: +1. The calculation puts the total energy at -8298.8941 eV. The value obtained for the max |F| is 2.9 eV/A.

```
16
Properties=species:S:1:pos:R:3:forces:R:3
C 2.52578 0.15658 -0.92818 -2.219 1.690 -0.833
C 2.09044 1.11344 -1.83927 -0.020 0.295 0.540
C 1.12753 -0.01041 -0.96378 -0.066 -0.148 0.859
C -2.00581 0.15091 1.72427 1.360 -1.038 -1.402
C -0.40882 -1.21331 0.61301 1.135 -0.793 1.147
N 0.80522 1.38862 -1.31536 0.503 -0.861 0.876
N -1.62953 -1.07196 0.93191 -1.154 2.032 -0.261
H 3.38815 -0.37110 -0.70002 1.198 -0.938 0.121
H 2.33455 1.39553 -2.83869 0.405 -0.203 -0.713
H -2.62574 -0.12373 2.53493 -0.845 -0.031 0.650
H -1.02223 0.45034 2.05218 -0.207 0.834 0.567
H -2.40598 0.84645 0.99176 -0.290 0.240 0.451
H -0.04520 -2.00767 0.01240 0.037 -0.449 -0.463
H 0.22318 -0.68070 1.30998 0.730 -0.116 -0.486
H -2.36433 -1.41873 0.35481 -0.491 -0.923 -0.338
H 0.01276 1.39574 -1.93996 -0.074 0.407 -0.717
```
Forces are in eV/Å.



(8)
Molecular formula: C5H9N2
Method: DFT, the ωB97M-V functional and the def2-TZVPD basis

The energy relative to the best compared isomer or geometry (same formula, charge and spin) is 145.59 kcal/mol. The value obtained for the HOMO-LUMO gap is 8.29 eV. As for the net charge: +1. The calculation puts the total energy at -8299.4190 eV. The value obtained for the max |F| is 3.5 eV/A.

```
16
Properties=species:S:1:pos:R:3:forces:R:3
C -0.59368 0.94160 0.60624 -2.253 1.105 -0.817
C -1.24498 -1.61057 1.45987 -0.437 -1.922 2.903
C 0.70104 1.29905 -0.06223 1.124 -1.992 0.352
C 1.30830 -0.39223 -1.71291 -2.112 1.069 0.533
C -0.30216 -1.64010 0.29388 -0.054 0.960 -1.214
N -0.65464 -0.50314 0.81076 0.105 0.796 0.018
N 0.63268 0.66787 -1.39745 1.757 -1.487 -1.208
H -0.77728 1.65005 1.42216 0.463 -1.086 0.852
H -1.53936 1.27470 -0.00374 1.736 -0.850 0.410
H -2.37049 -1.77893 1.45134 1.670 0.098 -0.397
H -0.67326 -2.04725 2.37210 -1.521 1.204 -1.031
H 0.91572 2.35860 -0.08605 -0.004 0.122 -0.298
H 1.54828 0.70629 0.44111 -1.140 1.300 -0.449
H 1.92411 -0.79918 -1.00391 1.887 -0.487 1.801
H 1.19396 -1.06430 -2.53713 -0.570 0.532 -1.056
H -0.06825 0.93752 -2.05402 -0.650 0.637 -0.400
```
Forces are in eV/Å.



(9)
Molecular formula: C5H9N2
Method: DFT, the ωB97M-V functional and the def2-TZVPD basis

The energy relative to the best compared isomer or geometry (same formula, charge and spin) is 117.20 kcal/mol. The value obtained for the HOMO-LUMO gap is 11.92 eV. As for the net charge: +1. The calculation puts the total energy at -8300.6501 eV. The value obtained for the max |F| is 3.5 eV/A.

```
16
Properties=species:S:1:pos:R:3:forces:R:3
C -0.78051 -1.06738 1.13769 0.511 0.218 0.367
C -0.52993 -0.64910 -1.01634 -0.205 1.242 -2.006
C -0.80952 0.43162 -0.05862 -1.850 1.271 0.594
C -0.60303 1.89478 -0.23918 -0.693 -0.190 3.393
C 1.67614 -0.66808 0.28583 1.251 -0.522 1.059
N -1.67281 -0.21351 0.97099 -0.535 0.973 -0.280
N 0.24346 -0.55382 0.19183 -0.378 -2.430 1.864
H -0.81549 -2.02666 1.55470 0.352 -1.215 0.984
H -1.15394 -1.49274 -1.16332 -0.590 -0.555 0.033
H -0.02214 -0.28783 -1.87217 0.772 0.004 -0.894
H 0.42148 2.00857 -0.37108 1.978 0.586 -0.574
H -0.85554 2.51125 0.71019 0.153 -1.265 -1.610
H -1.12123 2.23841 -1.06635 -1.074 0.829 -1.531
H 1.98522 -1.22033 1.25721 -0.641 1.140 -1.640
H 1.98052 -1.25728 -0.57772 0.443 0.166 0.177
H 2.05732 0.35209 0.25635 0.509 -0.252 0.064
```
Forces are in eV/Å.



(10)
Molecular formula: C5H9N2
Method: DFT, the ωB97M-V functional and the def2-TZVPD basis

The energy relative to the best compared isomer or geometry (same formula, charge and spin) is 25.50 kcal/mol. The value obtained for the HOMO-LUMO gap (alpha / beta) is 8.32 / 7.92 eV. As for the net charge: +1. The calculation puts the total energy at -8299.0496 eV. The value obtained for the max |F| is 6.4 eV/A. As for the spin multiplicity: 3.

```
16
Properties=species:S:1:pos:R:3:forces:R:3
C 0.72933 -1.50415 0.02331 -2.228 -2.767 -0.789
C 1.93073 0.28463 0.05711 6.277 -0.413 -1.141
C -0.32514 0.06048 0.01319 -0.987 -0.189 -0.745
C -0.86788 0.25931 -1.43962 -1.373 -0.623 1.403
C -1.18786 0.07471 1.25253 0.969 -2.278 0.994
N 1.86472 -1.02816 -0.26632 0.006 3.243 1.087
N 0.79244 0.90179 0.20773 0.057 -2.012 -0.727
H 0.43045 -2.59760 -0.10475 -0.307 1.780 0.416
H 3.00920 0.76550 0.08794 -2.713 -0.716 -0.037
H -1.08576 -0.67158 -1.95559 -0.208 -0.085 0.154
H -0.12166 0.76614 -1.97720 0.952 0.621 -0.811
H -1.79131 0.89437 -1.42603 0.696 -0.563 0.193
H -1.60043 1.01651 1.63723 0.166 0.146 -0.746
H -0.45621 -0.27300 2.08740 -1.489 0.369 -1.098
H -1.99880 -0.66813 1.12591 0.297 0.493 0.327
H 0.67815 1.71917 0.67715 -0.117 2.994 1.519
```
Forces are in eV/Å.



(11)
Molecular formula: C5H9N2O
Method: DFT, the ωB97M-V functional and the def2-TZVPD basis

The energy relative to the best compared isomer or geometry (same formula, charge and spin) is 67.70 kcal/mol. The value obtained for the HOMO-LUMO gap is 10.73 eV. As for the net charge: +1. The calculation puts the total energy at -10349.6850 eV. The value obtained for the max |F| is 3.7 eV/A.

```
17
Properties=species:S:1:pos:R:3:forces:R:3
C -1.28694 -1.06654 0.22604 -2.489 -1.032 -2.536
C 1.05852 1.83474 0.51866 -2.349 0.321 -0.249
C 2.28920 1.59336 -0.28030 -3.083 -0.778 -1.132
C 1.04618 -0.76602 -0.10427 0.904 -0.341 -0.560
C 1.38149 0.48492 0.08628 -0.772 -0.435 -0.820
N -1.58804 -0.34604 -0.85588 -2.870 0.548 -1.297
N -2.30025 -1.72606 0.78632 1.063 -0.467 1.467
O -0.10121 -1.35180 0.57786 1.159 0.175 0.530
H 1.21398 1.95671 1.52429 0.442 0.507 2.482
H 0.07103 2.35018 0.24591 1.850 -0.767 -0.324
H 2.19016 1.89875 -1.27686 0.552 0.336 -1.374
H 3.18226 1.52723 0.18283 2.909 0.423 1.326
H 1.62254 -1.51110 -0.71414 -0.858 0.638 0.980
H -0.96633 -0.39334 -1.64844 0.394 0.418 0.129
H -2.64544 -0.36592 -1.17023 3.085 0.162 0.970
H -3.27353 -1.75287 0.40487 1.622 -0.080 0.820
H -1.89362 -2.36621 1.49704 -1.559 0.373 -0.411
```
Forces are in eV/Å.



(12)
Molecular formula: C5H9N2O
Method: DFT, the ωB97M-V functional and the def2-TZVPD basis

The energy relative to the best compared isomer or geometry (same formula, charge and spin) is 127.74 kcal/mol. The value obtained for the HOMO-LUMO gap is 8.97 eV. As for the net charge: +1. The calculation puts the total energy at -10347.0814 eV. The value obtained for the max |F| is 4.7 eV/A.

```
17
Properties=species:S:1:pos:R:3:forces:R:3
C -1.26313 1.47531 0.02641 1.318 -1.494 0.344
C 0.23699 -1.29715 0.91594 -0.530 -0.389 -1.818
C -0.69657 -1.33474 -0.36604 3.485 2.424 1.909
C 0.69957 -0.04838 0.31873 -4.416 -0.175 -1.402
C 1.92201 0.04488 -0.46678 0.877 -2.369 -0.294
N -2.13417 0.55182 -0.24971 1.250 0.994 -0.270
N -0.01359 1.23754 0.45275 -0.122 0.410 0.607
O -2.01812 -0.78627 -0.35639 1.532 -2.119 0.707
H -1.62220 2.45766 -0.20162 -0.023 0.604 0.557
H -0.23969 -1.44559 1.83678 -0.642 0.413 1.383
H 1.11012 -1.93093 0.84890 -0.324 -0.878 -0.132
H -0.23807 -1.73949 -1.27099 -0.935 0.397 -0.029
H 2.14357 -0.92799 -1.02016 -0.662 1.412 0.149
H 2.72331 -0.02273 0.24082 0.982 0.735 0.482
H 1.93415 0.92007 -1.07310 0.363 0.390 -0.582
H -3.00456 0.82654 -0.58847 -1.730 0.496 -0.759
H 0.46038 2.01946 0.95294 -0.424 -0.851 -0.852
```
Forces are in eV/Å.